Entry 1:
The following is a DFT calculation (ωB97M-V/def2-TZVPD) of C11H12N2O2 as an isolated structure at a distorted geometry.

```
! RIJCOSX wB97M-V def2-TZVPD def2/J DEFGRID3
* xyz 0 1
C -1.90 0.28 0.58
C -3.29 0.41 -0.08
C -1.29 -0.47 -0.62
C 0.22 -0.83 -0.43
C 0.85 -2.09 -0.71
C 1.26 0.08 -0.06
C 2.41 -0.67 0.15
C 1.38 1.53 -0.18
C 3.68 -0.11 0.21
C 2.64 2.13 0.05
C 3.76 1.29 0.22
H -2.86 -1.09 1.57
H -1.15 -1.22 1.58
H -1.40 1.34 0.71
H -1.01 0.27 -1.51
H -1.85 -1.37 -0.95
H 0.30 -3.05 -0.71
H 2.95 -2.58 -0.25
H 0.43 2.01 -0.28
H 4.60 -0.83 0.45
H 2.78 3.24 0.36
H 4.74 1.80 0.14
H -4.60 1.11 -1.43
N -2.02 -0.52 1.81
N 2.13 -1.95 -0.27
O -4.10 -0.56 0.13
O -3.67 1.60 -0.78
*
```

Output
- gap between HOMO and LUMO (eV) = 8.26
- LUMO energy (eV) = 0.31
- HOMO energy (Eh) = -0.292


Entry 2:
The following is a DFT calculation (ωB97M-V/def2-TZVPD) of the molecule C11H12N2O3S.

```
! RIJCOSX wB97M-V def2-TZVPD def2/J DEFGRID3
* xyz 0 1
O 3.24 1.86 -0.10
C 2.25 1.16 -0.08
N 0.98 1.61 -0.12
C -0.08 0.73 -0.07
N -1.25 1.17 -0.08
C -2.46 0.50 -0.04
C -2.61 -0.89 -0.11
C -3.87 -1.44 -0.07
C -4.99 -0.63 0.04
C -4.85 0.74 0.11
C -3.59 1.31 0.06
S 0.60 -0.93 0.02
C 2.32 -0.35 0.02
C 3.05 -0.90 -1.23
O 4.36 -0.46 -1.36
C 3.00 -0.74 1.35
O 4.30 -0.29 1.48
H 0.78 2.61 -0.18
H -1.75 -1.53 -0.20
H -3.99 -2.52 -0.12
H -5.98 -1.08 0.07
H -5.72 1.38 0.19
H -3.45 2.38 0.11
H 2.44 -0.63 -2.11
H 3.09 -1.99 -1.16
H 4.40 0.50 -1.22
H 2.36 -0.37 2.17
H 3.04 -1.83 1.42
H 4.35 0.64 1.22
*
```

Output
- gap between HOMO and LUMO (eV) = 9.02
- LUMO energy (eV) = 0.31
- structure (SMILES) = O=C1N/C(=N/c2ccccc2)SC1(CO)CO
- HOMO energy (Eh) = -0.320


Entry 3:
The following is a DFT calculation (ωB97M-V/def2-TZVPD) of C11H12N2PYb as an isolated structure at a distorted geometry.

```
! RIJCOSX wB97M-V def2-TZVPD def2/J DEFGRID3
* xyz 0 2
C -1.55 -0.02 -2.15
C -2.03 -1.28 -2.54
C -2.90 -1.79 -1.52
C -3.00 -0.84 -0.46
C -2.18 0.27 -0.76
Yb 1.01 2.15 -0.55
P 1.97 1.80 -3.16
H -0.90 0.66 -2.71
H -1.78 -1.79 -3.46
H -3.42 -2.75 -1.56
H -2.04 1.17 -0.17
H -3.60 -0.96 0.44
H 1.37 2.55 -4.23
H 2.17 0.59 -3.91
H 3.30 2.31 -3.36
N 2.34 -1.46 5.48
C 1.92 -1.03 4.47
C 1.42 -0.48 3.22
C 1.26 0.89 3.08
C 0.79 1.38 1.87
N 0.58 0.55 0.81
C 0.65 -0.80 0.98
C 1.08 -1.34 2.17
H 1.51 1.58 3.89
H 0.52 2.45 1.74
H 0.35 -1.39 0.11
H 1.15 -2.42 2.28
*
```

Output
- gap between HOMO and LUMO (alpha / beta) (eV) = 3.32 / 3.31
- LUMO energy (alpha / beta) (eV) = -2.19 / -2.30
- HOMO energy (alpha / beta) (Eh) = -0.203 / -0.206


Entry 4:
The following is a DFT calculation (ωB97M-V/def2-TZVPD) of an isolated ion of composition C11H12N3 and charge +1 at a distorted geometry.

```
! RIJCOSX wB97M-V def2-TZVPD def2/J DEFGRID3
* xyz 1 1
C -2.37 1.73 0.63
C -1.12 0.95 0.54
C -1.12 -0.46 0.67
C -0.17 -1.41 0.52
C -0.42 -2.81 0.76
N 1.03 -1.18 0.02
N 2.27 -1.35 0.54
C 2.85 -0.33 -0.04
C 3.43 0.83 0.57
C 2.44 1.74 0.66
C 1.17 1.29 0.07
N 0.02 1.58 0.53
C 1.42 0.05 -0.70
C 1.34 0.10 -2.25
H -3.28 1.21 0.89
H -2.54 2.13 -0.33
H -2.52 2.65 1.33
H -2.01 -0.90 0.89
H 0.53 -3.37 1.22
H -0.63 -3.33 -0.26
H -1.38 -3.09 1.30
H 4.41 0.97 0.91
H 2.76 2.68 1.05
H 1.87 0.87 -2.68
H 0.40 0.27 -2.70
H 1.76 -0.78 -2.74
*
```

Output
- gap between HOMO and LUMO (eV) = 7.76
- LUMO energy (eV) = -5.32
- structure (SMILES) = CC1=CC(C)=[N+]2N=C3C=CC(=N1)[C@@]32C
- HOMO energy (Eh) = -0.481